24
Properties=species:S:1:pos:R:3:nbo_charge:R:1 method="wB97M-V/def2-TZVPD" e_above_lowest_kcal_mol=65.2 orbital_gap_ha=0.369 energy_ev=-29100.25553 homo_energy_ha=-0.3539 total_charge=0
C 3.46669 0.93740 -1.23943 -0.441
N 2.29454 0.75670 -0.41842 -0.460
C 1.27457 1.56368 0.13344 0.718
O 0.97058 2.73015 0.06321 -0.544
C 0.77894 0.36393 0.94196 -0.381
C -0.59335 -0.21201 0.71116 -0.042
C -0.98134 -1.43164 1.16479 -0.198
C -2.17669 -2.01192 0.78505 -0.198
C -3.02355 -1.38992 -0.07919 -0.204
C -2.73314 -0.08328 -0.53040 -0.181
C -1.48564 0.53706 -0.14572 -0.194
C 1.94325 -0.40507 0.33830 0.193
Cl 1.58561 -1.98459 -0.39400 0.039
C 3.37535 -0.83221 1.33410 0.201
N 4.25981 -1.30124 1.84213 -0.346
H 3.75309 2.00496 -1.02745 0.234
H 4.25181 0.28512 -0.73920 0.238
H 3.16295 0.77272 -2.38620 0.232
H 0.99004 0.40235 2.07695 0.262
H -0.29716 -2.02218 1.75984 0.216
H -2.51660 -2.89604 1.33286 0.215
H -3.89067 -1.92414 -0.26600 0.213
H -3.40772 0.44516 -1.01122 0.200
H -1.31070 1.57789 -0.27137 0.228

---

43
Properties=species:S:1:pos:R:3:nbo_charge:R:1 method="wB97M-V/def2-TZVPD" e_above_lowest_kcal_mol=57.4 orbital_gap_ha=0.287 energy_ev=-87589.75148 homo_energy_ha=-0.3343 total_charge=0
Ir 0.06236 -0.47169 -0.34418 1.198
O 2.98725 -5.25842 2.10783 -0.633
C 2.32597 -4.26304 1.49690 0.370
C 2.82006 -3.60289 0.37527 -0.282
C 2.07118 -2.59100 -0.17358 0.135
N 0.88078 -2.25540 0.31652 -0.382
C 0.43192 -2.83483 1.42939 0.121
C 1.11325 -3.85125 2.04651 -0.251
C -0.78197 -2.19108 2.01030 0.757
O -1.37249 -2.68896 2.93848 -0.588
O -1.06408 -1.08132 1.41305 -0.761
C 2.56978 -1.72776 -1.29760 0.748
O 3.61002 -2.00239 -1.84174 -0.580
O 1.78523 -0.72979 -1.53334 -0.730
H 3.82769 -5.43342 1.66561 0.493
H 3.77256 -3.84756 -0.07758 0.257
H 0.71761 -4.29686 2.94780 0.267
F 1.88366 3.95593 1.57662 -0.298
C 1.57328 2.73387 1.98059 0.738
F 0.28220 2.70004 2.29802 -0.307
F 2.28956 2.42299 3.05063 -0.299
S 1.91945 1.53373 0.62030 2.240
O 1.68030 0.22103 1.22485 -0.917
O 3.19952 1.84100 0.08993 -0.855
N 0.65097 1.91080 -0.28617 -1.275
S 0.65169 1.98925 -1.88995 2.254
O -0.27982 0.97881 -2.36186 -0.939
O 1.88188 2.22394 -2.55641 -0.853
C -0.37143 3.51783 -2.07785 0.726
F -0.90025 3.56192 -3.29365 -0.305
F -1.38025 3.49311 -1.19231 -0.330
F 0.34590 4.60949 -1.86792 -0.299
C -4.47498 2.00201 -1.32434 -0.438
N -3.60516 0.88221 -1.63650 -0.550
C -2.88446 0.22377 -0.74294 0.366
N -2.89134 0.59229 0.52290 -0.765
S -2.03090 -1.19907 -1.27317 -0.004
H -5.00833 2.28810 -2.22544 0.234
H -3.90078 2.86176 -0.97409 0.215
H -5.20575 1.71857 -0.56476 0.211
H -3.49689 0.58596 -2.59317 0.433
H -3.28407 1.47400 0.80956 0.405
H -2.40111 0.00431 1.20749 0.474

---

22
Properties=species:S:1:pos:R:3:nbo_charge:R:1 method="wB97M-V/def2-TZVPD" e_above_lowest_kcal_mol=85.6 orbital_gap_ha=0.307 energy_ev=-15085.55586 homo_energy_ha=-0.2870 total_charge=0
C -2.77728 0.15664 0.92874 -0.076
C -1.83307 0.77087 0.05213 0.250
C -0.74336 1.54578 0.69167 -0.503
C -0.19947 0.40332 1.52667 -0.067
C -1.03898 0.02403 2.54784 0.023
N -2.39681 0.35944 2.33497 -0.596
C 0.34432 -0.63861 0.79176 -0.137
C 1.52418 -1.25673 1.10323 -0.181
C 1.99141 -2.39761 0.30764 -0.222
C 1.32331 -2.63161 -0.87267 -0.222
C 0.19043 -1.99073 -1.30135 -0.268
C -0.28305 -0.90002 -0.50722 0.323
O -1.41882 -0.12077 -0.88149 -0.510
H -3.48015 -0.48953 0.44202 0.224
H -1.04170 2.50740 1.30109 0.247
H -0.00898 1.98723 -0.06874 0.238
H -0.76009 -0.82021 3.12995 0.199
H -2.99136 0.21483 3.15384 0.404
H 1.95577 -0.95044 2.01723 0.210
H 2.78499 -3.06913 0.57968 0.217
H 1.85010 -3.37056 -1.48485 0.214
H -0.43263 -2.19781 -2.16347 0.234

---

24
Properties=species:S:1:pos:R:3:nbo_charge:R:1 method="wB97M-V/def2-TZVPD" e_above_lowest_kcal_mol=16.4 orbital_gap_ha=0.185 energy_ev=-19182.15202 homo_energy_ha=0.0395 total_charge=-2
C 3.26037 1.68815 -0.28507 -0.410
C 2.42772 1.74899 0.89468 -0.224
C 2.89825 0.78501 -1.32981 -0.227
C 1.41292 0.89959 1.06852 -0.271
C 1.78701 -0.00073 -1.17252 -0.321
C 1.03473 -0.07557 0.02408 0.002
C -2.05141 0.63714 0.40786 0.871
C -4.34899 0.17619 -0.29895 0.890
C -0.86066 -1.77332 0.94171 -0.463
C -0.53920 -2.10392 -0.44566 -0.435
C -0.10022 -0.86237 0.03475 -0.226
N -2.80915 0.17881 -0.38104 -0.686
O -4.85781 -0.87070 -0.69314 -0.751
O -1.50760 1.32513 1.24413 -0.632
O -4.83189 1.17694 0.24329 -0.764
H 4.22944 2.32956 -0.37765 0.164
H 2.62606 2.59004 1.64075 0.175
H 3.33380 0.78420 -2.32519 0.178
H 0.81459 0.92717 1.97868 0.208
H 1.44899 -0.77225 -1.77175 0.190
H -1.95501 -1.50013 0.96897 0.223
H -0.27004 -2.27110 1.60686 0.178
H 0.14863 -2.89852 -0.78098 0.140
H -1.29053 -2.11830 -1.19251 0.192